(P)
A cluster of 3 separate species, C20H44BrFO8Si in total, computed with ωB97M-V with the def2-TZVPD basis set.

Each line ends with the Mulliken charge.
Atoms and positions in Å:
C 3.040 -4.558 0.450  -0.99
C 1.439 -4.476 0.378  -0.04
Br 0.564 -6.261 0.291  -0.19
C 1.091 -3.541 -0.914  -0.68
Si 0.576 -1.826 -0.225  -0.14
C 1.599 -0.480 -1.126  -0.47
C 2.603 0.211 -0.042  -0.69
O 3.933 0.415 -0.592  -0.07
C 4.781 -0.632 -0.161  0.00
O 5.329 -1.388 -0.996  -0.50
C -1.329 -1.660 -0.411  0.33
C -2.097 -1.447 0.980  -0.93
F -1.580 -0.612 -1.389  -0.37
H 3.457 -3.488 0.566  0.13
H 3.373 -5.193 1.333  0.38
H 3.401 -4.943 -0.559  0.34
H 1.073 -3.977 1.349  0.32
H 2.024 -3.444 -1.572  0.37
H 0.277 -4.023 -1.574  0.51
H 0.911 -1.801 1.199  -0.16
H 0.886 0.294 -1.592  0.41
H 2.176 -0.998 -1.963  0.34
H 2.676 -0.515 0.849  0.37
H 2.100 1.188 0.292  0.24
H 4.962 -0.871 0.939  0.43
H -1.718 -2.635 -0.870  0.30
H -3.204 -1.744 0.847  0.12
H -2.025 -0.341 1.283  0.32
H -1.637 -2.140 1.769  0.29
C -6.241 -0.164 1.209  -0.80
O -6.154 -0.275 2.617  -0.20
C -6.966 0.685 3.286  -0.60
C -7.354 0.181 4.670  -0.35
O -8.426 -0.763 4.645  -0.48
C -8.097 -2.070 4.172  -0.31
C -7.252 -2.870 5.156  -0.62
O -5.882 -2.491 5.056  -0.21
C -5.153 -2.806 6.228  -0.80
H -5.895 0.819 0.879  0.35
H -5.606 -0.932 0.765  0.19
H -7.270 -0.334 0.876  0.36
H -7.873 0.892 2.707  0.37
H -6.379 1.606 3.379  0.40
H -7.734 1.033 5.243  0.40
H -6.496 -0.211 5.219  0.14
H -7.640 -2.027 3.182  0.12
H -9.056 -2.584 4.058  0.39
H -7.318 -3.937 4.916  0.42
H -7.622 -2.702 6.174  0.36
H -5.565 -2.268 7.088  0.33
H -4.122 -2.482 6.082  0.23
H -5.166 -3.884 6.412  0.32
C 5.541 4.886 -6.909  -0.79
O 5.643 4.775 -5.501  -0.25
C 4.829 5.728 -4.825  -0.58
C 4.458 5.221 -3.437  -0.33
O 3.395 4.267 -3.451  -0.50
C 3.732 2.962 -3.927  -0.47
C 4.594 2.171 -2.950  -0.27
O 5.959 2.564 -3.063  -0.36
C 6.701 2.257 -1.899  -0.66
H 5.874 5.872 -7.242  0.33
H 6.180 4.124 -7.358  0.23
H 4.511 4.705 -7.232  0.33
H 3.914 5.926 -5.395  0.36
H 5.408 6.654 -4.738  0.41
H 4.076 6.070 -2.861  0.40
H 5.325 4.838 -2.896  0.13
H 4.179 3.009 -4.921  0.14
H 2.777 2.439 -4.031  0.44
H 4.536 1.104 -3.188  0.40
H 4.232 2.336 -1.930  0.25
H 6.292 2.791 -1.035  0.29
H 7.728 2.590 -2.054  0.30
H 6.700 1.178 -1.713  0.20

Output
SMILES: C[C@H](Br)C[Si@@H](CCOC=O)[C@@H](C)F.COCCOCCOC.COCCOCCOC
LUMO in Eh: 0.0201
M in g mol⁻¹: 539.552
Highest occupied orbital energy in eV: -9.02

***

(Q)
A cluster of 3 separate species, C20H44BrFO8Si in total, computed with ωB97M-V with the def2-TZVPD basis set.

Each line ends with the Mulliken charge.
Atoms and positions in Å:
C 2.934 -5.238 0.704  -1.35
C 1.470 -4.950 0.408  0.13
Br 0.548 -6.613 -0.045  -0.18
C 1.296 -3.894 -0.703  -0.89
Si 0.811 -2.192 -0.026  -0.19
C 1.906 -0.840 -0.770  -0.56
C 2.871 -0.202 0.241  -0.80
O 4.145 0.066 -0.377  -0.08
C 5.091 -0.851 -0.099  0.00
O 5.799 -1.342 -0.932  -0.48
C -1.050 -1.876 -0.344  0.44
C -1.883 -1.609 0.901  -1.19
F -1.189 -0.780 -1.233  -0.36
H 3.408 -4.307 1.045  0.29
H 3.049 -5.994 1.480  0.41
H 3.447 -5.554 -0.208  0.39
H 0.990 -4.621 1.334  0.30
H 2.242 -3.804 -1.249  0.45
H 0.552 -4.231 -1.431  0.61
H 1.032 -2.226 1.446  -0.16
H 1.275 -0.072 -1.227  0.48
H 2.492 -1.302 -1.570  0.45
H 3.025 -0.853 1.112  0.42
H 2.471 0.749 0.601  0.26
H 5.197 -1.086 0.972  0.43
H -1.457 -2.749 -0.870  0.36
H -2.949 -1.739 0.690  0.16
H -1.717 -0.586 1.251  0.34
H -1.604 -2.315 1.690  0.34
C -5.824 0.124 0.799  -0.80
O -5.851 -0.038 2.198  -0.21
C -6.594 0.976 2.850  -0.58
C -7.033 0.523 4.223  -0.39
O -8.149 -0.352 4.209  -0.45
C -7.898 -1.710 3.886  -0.34
C -7.295 -2.511 5.017  -0.60
O -5.902 -2.273 5.120  -0.22
C -5.384 -2.667 6.368  -0.78
H -5.349 1.070 0.513  0.34
H -5.243 -0.699 0.388  0.20
H -6.835 0.088 0.376  0.35
H -7.480 1.239 2.259  0.35
H -5.969 1.875 2.955  0.40
H -7.374 1.406 4.766  0.39
H -6.193 0.089 4.769  0.20
H -7.285 -1.800 2.987  0.16
H -8.882 -2.133 3.673  0.38
H -7.468 -3.580 4.828  0.42
H -7.796 -2.240 5.955  0.34
H -5.855 -2.110 7.186  0.32
H -4.317 -2.452 6.362  0.23
H -5.528 -3.740 6.542  0.32
C 4.476 5.451 -6.921  -0.77
O 4.826 5.153 -5.591  -0.26
C 4.101 5.926 -4.652  -0.56
C 4.092 5.262 -3.294  -0.39
O 3.172 4.190 -3.184  -0.45
C 3.570 2.944 -3.736  -0.51
C 4.550 2.177 -2.879  -0.27
O 5.866 2.675 -3.055  -0.35
C 6.723 2.285 -2.007  -0.66
H 4.684 6.500 -7.167  0.32
H 5.075 4.813 -7.568  0.23
H 3.414 5.248 -7.107  0.32
H 3.066 6.062 -4.989  0.34
H 4.568 6.917 -4.560  0.41
H 3.749 6.006 -2.571  0.38
H 5.101 4.953 -3.013  0.20
H 3.956 3.063 -4.750  0.21
H 2.650 2.356 -3.787  0.42
H 4.527 1.117 -3.162  0.40
H 4.252 2.260 -1.829  0.20
H 6.367 2.667 -1.042  0.28
H 7.705 2.707 -2.213  0.28
H 6.810 1.194 -1.947  0.24

Output
SMILES: C[C@H](Br)C[Si@@H](CCOC=O)[C@@H](C)F.COCCOCCOC.COCCOCCOC
LUMO in Eh: 0.0217
M in g mol⁻¹: 539.552
Highest occupied orbital energy in eV: -9.11

***

Energetically preferred structure: (Q) | next structure: +0.0785 hartree

***

(P)
A cluster of 8 separate species, C32H58N2O12S6 in total, computed with ωB97M-V with the def2-TZVPD basis set.

Each line ends with the Mulliken charge.
Atoms and positions in Å:
O -10.051 -1.071 -2.267  -0.63
S -9.353 0.039 -1.669  1.09
O -8.172 0.436 -2.399  -0.65
C -10.439 1.503 -1.652  -0.62
C -11.015 1.393 -0.185  -0.76
C -9.826 1.080 0.772  -0.64
C -9.029 -0.121 0.252  -0.62
H -11.172 1.313 -2.436  0.34
H -10.001 2.458 -1.944  0.34
H -11.794 2.074 0.156  0.44
H -11.608 0.479 -0.195  0.30
H -10.299 1.137 1.752  0.37
H -9.191 1.940 0.980  0.31
H -9.261 -1.165 0.465  0.36
H -7.945 -0.023 0.308  0.36
O 10.069 -5.780 1.494  -0.67
S 8.687 -5.346 1.565  1.04
O 8.288 -4.727 2.844  -0.64
C 8.230 -4.323 0.053  -0.52
C 6.967 -5.094 -0.415  -0.72
C 6.429 -6.025 0.690  -0.57
C 7.563 -6.754 1.354  -0.63
H 9.077 -4.560 -0.590  0.31
H 8.177 -3.248 0.224  0.37
H 6.192 -4.430 -0.796  0.34
H 7.339 -5.676 -1.258  0.33
H 5.786 -6.812 0.295  0.35
H 5.876 -5.269 1.247  0.33
H 8.089 -7.280 0.557  0.30
H 7.499 -7.300 2.295  0.39
O -4.357 -7.584 -3.203  -0.63
S -5.535 -6.751 -2.842  1.00
O -5.374 -5.300 -2.690  -0.59
C -7.038 -7.092 -3.905  -0.63
C -8.076 -7.757 -3.004  -0.61
C -7.796 -7.412 -1.553  -0.59
C -6.297 -7.559 -1.285  -0.68
H -6.825 -7.608 -4.842  0.39
H -7.443 -6.129 -4.214  0.35
H -9.104 -7.506 -3.267  0.31
H -7.890 -8.820 -3.158  0.29
H -8.439 -7.985 -0.885  0.35
H -8.139 -6.396 -1.357  0.31
H -6.096 -8.630 -1.259  0.33
H -5.899 -7.128 -0.366  0.40
O 6.522 7.582 -0.266  -0.64
S 7.820 7.067 0.228  1.06
O 9.150 7.673 -0.127  -0.65
C 7.679 7.127 2.067  -0.66
C 7.034 5.820 2.446  -0.59
C 7.559 4.780 1.448  -0.68
C 7.844 5.242 0.086  -0.57
H 7.100 7.988 2.401  0.37
H 8.642 7.328 2.535  0.37
H 7.234 5.524 3.476  0.35
H 5.949 5.862 2.347  0.30
H 7.065 3.816 1.327  0.40
H 8.570 4.478 1.722  0.25
H 7.067 4.967 -0.627  0.35
H 8.867 5.025 -0.223  0.34
O -0.530 -1.141 0.864  -0.60
S -0.088 -0.099 -0.011  0.99
O 0.647 -0.417 -1.277  -0.63
C -1.468 1.120 -0.437  -0.72
C -0.867 2.545 -0.442  -0.72
C 0.449 2.587 0.412  -0.51
C 0.874 1.192 0.895  -0.67
H -2.126 1.237 0.424  0.31
H -2.160 0.799 -1.215  0.48
H -0.586 2.841 -1.453  0.29
H -1.550 3.389 -0.353  0.47
H 0.280 3.244 1.265  0.31
H 1.181 3.075 -0.231  0.26
H 0.443 1.149 1.895  0.30
H 1.915 0.889 1.001  0.45
O 6.436 1.685 8.367  -0.60
S 7.007 0.500 7.788  1.00
O 6.346 -0.362 6.807  -0.61
C 8.808 0.889 7.327  -0.59
C 9.668 0.566 8.592  -0.60
C 8.736 0.121 9.756  -0.59
C 7.569 -0.662 9.176  -0.71
H 8.809 1.942 7.044  0.36
H 9.139 0.259 6.502  0.32
H 10.444 -0.142 8.303  0.34
H 10.143 1.506 8.876  0.27
H 8.368 0.993 10.296  0.35
H 9.364 -0.548 10.345  0.31
H 6.771 -0.950 9.860  0.41
H 8.039 -1.538 8.730  0.32
C -2.945 -1.600 -9.434  -0.45
C -4.258 -1.801 -9.858  -0.32
C -5.015 -2.015 -8.794  -0.56
N -4.198 -1.851 -7.648  -0.01
C -2.952 -1.770 -8.073  -0.31
H -2.038 -1.304 -9.941  0.36
H -4.630 -1.718 -10.868  0.37
H -6.082 -2.129 -8.671  0.36
H -4.472 -1.992 -6.686  0.21
H -2.190 -1.617 -7.323  0.36
C -4.966 8.448 -3.194  -0.34
C -4.901 8.505 -1.810  -0.26
C -6.112 8.149 -1.270  -0.58
N -6.919 7.719 -2.364  -0.03
C -6.196 7.929 -3.549  -0.43
H -4.167 8.767 -3.847  0.37
H -3.967 8.772 -1.338  0.37
H -6.396 8.307 -0.240  0.34
H -7.859 7.373 -2.233  0.20
H -6.707 7.693 -4.471  0.36

Output
SMILES: O=S1(=O)CCCC1.O=S1(=O)CCCC1.O=S1(=O)CCCC1.O=S1(=O)CCCC1.O=S1(=O)CCCC1.O=S1(=O)CCCC1.c1cc[nH]c1.c1cc[nH]c1
LUMO in Eh: 0.0086
M in g mol⁻¹: 855.220
Highest occupied orbital energy in eV: -7.93

***

(Q)
A cluster of 8 separate species, C32H58N2O12S6 in total, computed with ωB97M-V with the def2-TZVPD basis set.

Each line ends with the Mulliken charge.
Atoms and positions in Å:
O 16.428 -14.890 6.116  -0.57
S 17.823 -15.282 5.973  0.85
O 18.205 -16.420 5.178  -0.66
C 18.950 -13.883 5.561  -0.66
C 20.182 -14.130 6.440  -0.29
C 19.922 -14.958 7.736  -0.70
C 18.465 -15.401 7.647  0.35
H 18.428 -13.010 5.956  0.17
H 19.151 -13.856 4.497  0.54
H 20.919 -14.651 5.825  0.35
H 20.635 -13.168 6.675  0.07
H 20.057 -14.254 8.551  0.25
H 20.599 -15.803 7.799  0.34
H 17.869 -14.638 8.150  -0.80
H 18.083 -16.340 8.048  0.69
O 14.746 -18.575 4.587  -0.69
S 13.880 -18.407 5.725  0.94
O 12.616 -17.671 5.654  -0.42
C 13.469 -20.006 6.409  -0.84
C 13.449 -19.760 7.938  -0.58
C 14.784 -19.000 8.194  -0.74
C 14.828 -17.864 7.194  0.57
H 14.332 -20.614 6.135  0.37
H 12.515 -20.384 6.056  0.43
H 12.593 -19.189 8.291  0.21
H 13.500 -20.761 8.367  0.41
H 15.504 -19.767 7.895  0.35
H 14.961 -18.737 9.233  0.37
H 15.795 -17.534 6.812  -0.04
H 14.281 -16.955 7.454  -0.40
O 11.131 -16.709 10.327  -0.74
S 10.240 -15.728 9.752  1.29
O 10.735 -14.453 9.257  -0.60
C 9.296 -16.349 8.385  -0.09
C 7.973 -16.864 8.995  -0.75
C 7.599 -15.932 10.120  -0.60
C 8.861 -15.652 10.981  -0.83
H 9.866 -17.044 7.773  0.61
H 9.041 -15.461 7.808  -0.36
H 7.251 -16.881 8.183  0.39
H 8.142 -17.848 9.439  0.32
H 6.896 -16.419 10.796  0.37
H 7.211 -14.973 9.774  0.27
H 9.000 -16.479 11.666  0.36
H 8.931 -14.646 11.384  0.38
O 17.030 -14.745 10.489  -0.50
S 15.845 -13.953 10.752  1.10
O 15.693 -13.268 12.029  -0.72
C 15.854 -12.684 9.442  0.03
C 14.631 -12.969 8.537  -1.10
C 14.400 -14.486 8.662  0.82
C 14.407 -14.848 10.131  -0.77
H 16.801 -12.868 8.936  -0.60
H 15.842 -11.670 9.834  0.70
H 13.796 -12.399 8.946  0.31
H 14.837 -12.625 7.527  0.46
H 15.140 -15.008 8.055  -0.27
H 13.400 -14.603 8.232  -0.15
H 14.519 -15.875 10.466  0.45
H 13.505 -14.385 10.537  0.34
O 9.425 -16.446 4.846  -0.63
S 10.159 -15.289 4.338  1.23
O 10.941 -15.344 3.120  -0.73
C 8.855 -14.025 4.077  -0.88
C 8.861 -13.294 5.399  -0.47
C 10.317 -13.111 5.829  -0.65
C 11.081 -14.434 5.652  -0.10
H 7.949 -14.487 3.697  0.45
H 9.255 -13.461 3.228  0.36
H 8.256 -12.390 5.415  0.43
H 8.401 -14.042 6.060  0.08
H 10.333 -12.710 6.844  0.27
H 10.766 -12.310 5.235  0.41
H 11.030 -15.068 6.536  -0.34
H 12.133 -14.421 5.382  0.56
O 17.197 -15.987 17.174  -0.65
S 16.164 -15.730 16.188  1.12
O 15.019 -14.870 16.434  -0.66
C 16.873 -15.158 14.581  -0.61
C 16.405 -16.241 13.559  -0.17
C 16.403 -17.575 14.324  -0.86
C 15.558 -17.321 15.539  -0.73
H 17.947 -15.157 14.743  0.41
H 16.400 -14.219 14.318  0.32
H 15.378 -16.019 13.273  0.09
H 17.077 -16.376 12.716  0.23
H 17.409 -17.926 14.565  0.36
H 15.989 -18.350 13.672  0.38
H 15.344 -18.126 16.243  0.46
H 14.534 -17.118 15.200  0.33
C 19.151 -11.380 11.749  -0.14
C 20.423 -11.677 12.288  -0.81
C 20.894 -10.563 12.899  -0.56
N 19.901 -9.598 12.882  -0.04
C 18.869 -10.078 12.124  -0.70
H 18.559 -12.067 11.170  0.82
H 20.956 -12.587 12.059  0.42
H 21.888 -10.287 13.214  0.37
H 20.146 -8.637 13.028  0.24
H 17.906 -9.596 12.059  0.41
C 19.429 -10.824 7.824  -0.07
C 20.564 -10.782 8.675  0.03
C 21.670 -10.561 7.868  -0.92
N 21.180 -10.405 6.591  0.04
C 19.841 -10.639 6.541  -1.05
H 18.422 -11.081 8.120  0.56
H 20.638 -11.011 9.723  0.31
H 22.721 -10.479 8.075  0.41
H 21.724 -10.191 5.773  0.18
H 19.258 -10.760 5.645  0.48

Output
SMILES: O=S1(=O)CCCC1.O=S1(=O)CCCC1.O=S1(=O)CCCC1.O=S1(=O)CCCC1.O=S1(=O)CCCC1.O=S1(=O)CCCC1.c1cc[nH]c1.c1cc[nH]c1
LUMO in Eh: 0.0079
M in g mol⁻¹: 855.220
Highest occupied orbital energy in eV: -8.33

***

Energetically preferred structure: (Q) | next structure: +0.1663 hartree

***

(P)
A cluster of 2 separate species, C5H6N2 in total, computed with ωB97M-V with the def2-TZVPD basis set.

Each line ends with the Mulliken charge.
Atoms and positions in Å:
C 0.071 -0.940 -1.169  -0.68
C 0.578 -1.335 0.011  -0.13
C 0.479 -0.189 0.954  -0.86
N -0.267 0.844 0.186  -0.49
C -0.384 0.386 -1.007  0.00
H 0.041 -1.455 -2.050  0.47
H 1.060 -2.155 0.431  0.44
H -0.004 -0.225 1.847  0.43
H 1.375 0.311 1.256  0.33
H -0.815 0.821 -1.899  0.38
C -1.909 3.245 0.197  0.45
N -2.532 4.183 0.355  -0.37
H -1.286 2.372 0.145  0.02

Output
SMILES: C1=CCN=C1.C#N
LUMO in Eh: 0.0072
M in g mol⁻¹: 94.117
Highest occupied orbital energy in eV: -10.24

***

(Q)
A structure of composition C5H6N2, computed with ωB97M-V with the def2-TZVPD basis set.

Each line ends with the Mulliken charge.
Atoms and positions in Å:
C 0.823 1.095 -0.111  -0.43
C 1.428 0.095 0.904  -0.46
C 0.305 -0.750 0.371  0.45
N -0.767 -1.310 0.835  -0.65
C -1.707 -1.027 -0.154  -0.18
C -1.202 -0.229 -1.137  -0.43
N 0.146 -0.050 -0.822  -0.10
H 1.492 1.696 -0.724  0.28
H 0.057 1.706 0.378  0.24
H 2.436 -0.237 0.644  0.24
H 1.356 0.359 1.960  0.25
H -2.715 -1.410 -0.067  0.42
H -1.651 0.062 -2.077  0.36

Output
LUMO in Eh: 0.0369
M in g mol⁻¹: 94.117
Highest occupied orbital energy in eV: -8.89

***

(R)
An isolated molecule of C5H6N2, computed with ωB97M-V with the def2-TZVPD basis set.

Each line ends with the Mulliken charge.
Atoms and positions in Å:
N -2.329 -0.327 0.021  -0.55
C -0.920 -0.203 -0.082  0.31
C -0.249 1.065 -0.108  -0.44
C 1.139 0.976 -0.019  -0.23
C 1.786 -0.201 0.022  -0.35
C 1.022 -1.369 -0.071  -0.15
N -0.272 -1.371 -0.058  -0.47
H -2.625 0.028 0.974  0.28
H -2.879 0.179 -0.671  0.28
H -0.808 1.981 -0.211  0.36
H 1.733 1.909 0.170  0.29
H 2.906 -0.308 0.085  0.29
H 1.494 -2.359 -0.052  0.37

Output
SMILES: Nc1ccccn1
LUMO in Eh: 0.0360
M in g mol⁻¹: 94.117
Highest occupied orbital energy in eV: -9.33

***

(S)
An isolated molecule of C5H6N2, computed with ωB97M-V with the def2-TZVPD basis set.

Each line ends with the Mulliken charge.
Atoms and positions in Å:
C -0.680 1.552 -0.692  -0.73
C -0.081 0.938 0.319  0.51
C 0.683 1.148 1.465  -0.46
C 1.195 -0.056 1.963  -0.14
N 0.974 -1.016 1.107  -0.53
N -0.029 -0.846 0.322  0.28
C -0.163 -1.687 -0.852  -0.69
H -1.549 1.129 -1.177  0.27
H -0.305 2.495 -1.063  0.26
H 0.593 2.056 2.039  0.36
H -1.094 -1.427 -1.356  0.30
H 0.681 -1.556 -1.534  0.29
H -0.226 -2.730 -0.540  0.27

Output
SMILES: C=C1C=C=NN1C
LUMO (spin up / spin down) in Eh: -0.0334 / -0.0344
M in g mol⁻¹: 94.117
Highest occupied orbital energy (spin up / spin down) in eV: -7.69 / -8.57

***

Energetically preferred structure: (R) | next structure: +0.0458 hartree